(1)
Below is 2 unconnected molecules or ions with the total composition C5H15NOS in a non-equilibrium geometry, with properties calculated with ωB97M-V/def2-TZVPD.

Positions of all 23 atoms, in Å:
S 1.15589 2.82493 -0.70285
O -2.47863 5.61350 -2.99672
N 0.10685 -1.58988 1.98097
C 0.47459 -1.09271 0.58704
C -1.07906 -2.36794 2.01943
C 1.20626 -2.32333 -0.15467
C 1.39107 0.19016 0.31398
C 0.64069 1.02813 -0.67865
H 0.89217 -2.00328 2.50137
H -0.77940 -3.48177 2.05966
H -1.62867 -2.21143 1.13961
H 0.92649 -3.23049 0.38519
H -1.66305 -2.26950 2.86611
H -0.53820 -0.96720 0.02221
H 2.38290 -0.16297 0.26038
H 1.67263 0.80005 1.29413
H -3.23141 5.18812 -2.60309
H 0.67040 -2.60143 -1.04496
H 0.69928 0.52553 -1.82306
H 2.26020 -2.40725 -0.35973
H 0.21388 3.07295 -1.65067
H -0.53466 1.00458 -0.32407
H -2.76023 6.46125 -3.09160

Summary:
F_max: 0.090 Eh/bohr
energy: -727.56829 Eh
Kohn-Sham gap: 9.11 eV
HOMO energy: -8.32 eV
relative energy (zero: lowest compared OMol25 entry of this formula, charge and spin): 73.69 kcal/mol
SMILES string: CN[C@H](C)CCS.O

Atomic partial charges in e from the Löwdin method, atoms 1 to 5:
1 S 0.6325
2 O -0.0057
3 N -0.1237
4 C -0.3171
5 C -0.1621

(2)
Below is a molecular structure, C34H37As2FINOPPt, with properties calculated with ωB97M-V/def2-TZVPD.

Positions of all 79 atoms, in Å:
Pt 1.75340 -0.23324 1.01634
I -0.69209 0.60920 1.87191
As 3.82244 -1.15477 0.33012
As 1.25508 -2.42324 1.74534
P -3.13057 0.30206 -0.74141
F -3.04020 -0.74431 0.42472
O 2.33370 1.68980 0.34489
N 3.28715 3.69611 0.40348
C -4.45398 -0.32728 -1.72208
C -6.56977 -1.44989 -1.87527
C -0.92053 1.34819 -2.05157
C -1.27806 2.53868 1.22228
C -4.67025 2.40828 -0.51433
C -1.60545 0.20551 -1.63950
C 2.96342 2.56116 0.99978
C -6.56136 -1.24532 -3.25089
C -2.87968 4.20598 0.58957
C -0.07937 -3.35659 0.71570
C 3.34494 2.37287 2.43411
C 0.63914 -2.54328 3.56644
C 0.20475 1.21785 -2.85220
C 4.05678 -5.53286 1.98594
C -2.51179 2.82656 0.56738
C -0.45615 3.51995 1.71683
C -5.06064 3.74650 -0.36353
C 5.37240 -0.20485 0.96598
C -4.15587 4.62938 0.12904
C 5.11904 -3.69655 0.84549
C 4.03168 -1.21802 -1.58179
C -0.05427 -1.18160 -2.84486
C 5.16496 -4.98952 1.34807
C -5.51920 -0.99032 -1.10137
C -2.01021 5.19993 1.09210
C 0.63566 -0.04098 -3.24543
C 2.84481 -3.49409 1.62312
C -4.44262 -0.12448 -3.10444
C 3.95547 -2.94987 0.98869
C -1.17870 -1.06245 -2.04874
C -0.79594 4.87467 1.61525
C -5.50328 -0.58669 -3.86486
C 2.89238 -4.78972 2.12331
C -3.43795 1.93048 -0.09794
H -0.32480 -2.04583 3.66754
H 3.80277 4.41614 0.88348
H -5.35957 1.74121 -1.01140
H 3.99158 -0.20563 -1.97994
H -0.13216 5.63168 2.00868
H 5.35198 0.81815 0.59430
H -0.14463 -4.37928 1.08606
H 6.26284 -0.70053 0.58010
H -2.34134 6.22995 1.06613
H 0.26024 -2.15749 -3.19202
H -4.39393 5.68363 0.19544
H 0.44671 3.24960 2.24389
H -3.61566 0.38550 -3.58369
H 3.02946 3.85065 -0.56013
H 0.72418 2.10219 -3.19556
H -5.52636 -1.15090 -0.03060
H -6.04184 4.06265 -0.68708
H -7.39531 -1.96903 -1.40832
H 4.10062 -6.53908 2.38004
H 5.39868 -0.21968 2.05331
H 2.44949 2.45164 3.05371
H 3.74375 1.36954 2.57606
H -1.27085 2.33354 -1.77486
H -7.38664 -1.60659 -3.84990
H 2.03797 -5.22934 2.62391
H 1.49277 -0.13472 -3.90020
H -5.50391 -0.43739 -4.93569
H -1.04295 -2.86268 0.83063
H 0.51581 -3.59453 3.82361
H 0.21545 -3.36629 -0.33113
H 5.99214 -3.28560 0.35276
H 4.99754 -1.66726 -1.81088
H 3.23531 -1.82005 -2.01334
H 4.06991 3.10816 2.77500
H -1.74443 -1.94525 -1.77393
H 6.06918 -5.57385 1.24500
H 1.36676 -2.08650 4.23337

Summary:
F_max: 0.003 Eh/bohr
energy: -6776.81679 Eh
Kohn-Sham gap: 8.02 eV
total charge: +3
HOMO energy: -16.16 eV
relative energy (zero: lowest compared OMol25 entry of this formula, charge and spin): 0.00 kcal/mol

Atomic partial charges in e from the Löwdin method, atoms 1 to 5:
1 Pt 0.3768
2 I 1.2088
3 As 1.0586
4 As 0.9695
5 P 0.9722

(3)
Below is 2 unconnected molecules or ions with the total composition C3H6N2O in a non-equilibrium geometry, with properties calculated with ωB97M-V/def2-TZVPD.

Positions of all 12 atoms, in Å:
O 0.47853 2.19042 0.29529
N -2.45042 -0.84337 0.28712
N 1.01398 -0.18370 1.10851
C 1.45902 -0.77210 0.05050
C 1.04809 1.05204 0.18535
C 1.53478 0.33368 -0.86379
H -2.42853 -0.04744 -0.46684
H -2.84478 -1.74608 -0.18610
H 1.90729 0.54908 -1.81544
H 1.57811 -1.86650 -0.25184
H 0.09514 2.25875 1.19193
H -1.39122 -0.92480 0.46530

Summary:
F_max: 0.059 Eh/bohr
energy: -302.51129 Eh
Kohn-Sham gap: 8.22 eV
HOMO energy: -8.07 eV
relative energy (zero: lowest compared OMol25 entry of this formula, charge and spin): 114.08 kcal/mol

Atomic partial charges in e from the Löwdin method, atoms 1 to 5:
1 O 0.1692
2 N -0.0683
3 N 0.0800
4 C -0.1899
5 C -0.3708